Record 1
Density functional theory data (the ωB97M-V functional and the def2-TZVPD basis) for a single C17H11N3O2S2 molecule in a non-equilibrium geometry.

HOMO level in eV: -8.189
Gap between HOMO and LUMO in hartree: 0.2699
Net charge: 0
Lowest unoccupied orbital energy in eV: -0.844
SMILES: O=C1N/C(=N/c2nsc3ccccc23)S/C1=C/c1ccccc1O

Element x y z (Å)
O  1.018  -2.366  1.072
N  -1.575  2.390  -1.844
N  -1.736  0.061  -1.380
O  1.970  -1.861  3.398
S  0.533  1.291  -0.040
S  -2.524  3.684  -2.441
C  0.825  -1.282  0.508
C  -2.284  1.258  -1.833
C  -0.591  0.038  -0.719
C  1.454  0.000  0.758
C  2.612  0.328  1.442
C  5.581  -2.134  3.277
C  -6.167  1.990  -3.348
C  -5.935  0.669  -2.927
C  5.925  -1.182  2.314
C  4.257  -2.371  3.648
C  -5.180  2.971  -3.221
C  -4.680  0.350  -2.396
C  4.921  -0.406  1.752
C  3.246  -1.589  3.027
C  -3.923  2.628  -2.699
C  -3.669  1.360  -2.268
C  3.559  -0.600  2.090
N  -0.145  -1.220  -0.445
H  1.494  -2.288  2.660
H  2.951  1.371  1.414
H  6.406  -2.722  3.693
H  -7.101  2.248  -3.819
H  -6.743  -0.067  -2.959
H  6.948  -1.026  2.004
H  4.043  -3.160  4.380
H  -5.346  3.971  -3.550
H  -4.518  -0.656  -1.978
H  5.182  0.292  0.963
H  -0.807  -1.971  -0.535

Record 2
Density functional theory data (the ωB97M-V functional and the def2-TZVPD basis) for a molecular structure, C17H12AuBr2ClN2O3 in a non-equilibrium geometry.

HOMO level (spin up / spin down) in eV: -14.837 / -14.783
Gap between HOMO and LUMO (spin up / spin down) in hartree: 0.3080 / 0.1465
Net charge: +2
Lowest unoccupied orbital energy (spin up / spin down) in eV: -6.456 / -10.797
Spin multiplicity: 3

Element x y z (Å)
Au  7.930  3.132  13.515
O  2.986  2.338  9.913
C  3.896  2.894  10.824
C  4.836  3.866  10.512
C  5.819  4.123  11.444
N  5.868  3.499  12.668
C  4.873  2.689  12.998
Br  4.637  1.748  14.649
C  3.916  2.273  12.094
H  3.054  2.711  8.997
H  4.934  4.435  9.595
H  6.593  4.873  11.232
H  3.146  1.521  12.320
Br  10.196  2.342  16.210
C  9.752  1.077  14.840
C  10.329  -0.232  15.006
C  10.284  -1.146  13.952
C  9.533  -0.747  12.794
C  8.909  0.462  12.773
N  9.023  1.415  13.760
H  10.972  -0.375  15.894
H  10.836  -2.067  14.054
H  9.541  -1.367  11.883
H  8.234  0.756  11.991
Cl  9.376  10.527  17.430
C  9.142  9.305  16.251
C  10.091  9.127  15.199
C  9.949  8.035  14.346
C  8.892  7.106  14.468
C  7.965  7.274  15.515
C  8.102  8.397  16.390
C  8.777  5.959  13.601
O  9.531  5.790  12.639
O  7.812  5.127  14.001
H  10.984  9.800  15.161
H  10.690  7.913  13.533
H  7.165  6.574  15.744
H  7.383  8.501  17.222

Record 3
Density functional theory data (the ωB97M-V functional and the def2-TZVPD basis) for a molecular structure, C17H12ClI2N2O9RhS in a non-equilibrium geometry.

HOMO level (spin up / spin down) in eV: -8.480 / -8.475
Gap between HOMO and LUMO (spin up / spin down) in hartree: 0.1825 / 0.1744
Net charge: 0
Lowest unoccupied orbital energy (spin up / spin down) in eV: -3.513 / -3.730

Element x y z (Å)
Rh  -0.202  -0.006  -0.103
I  -1.075  -3.698  -3.781
C  -1.213  -3.897  -1.708
C  -1.553  -5.100  -1.110
C  -1.594  -5.211  0.263
I  -2.211  -7.040  1.105
C  -1.226  -4.128  1.101
C  -1.073  -4.196  2.498
C  -0.617  -3.099  3.185
C  -0.379  -1.908  2.492
N  -0.542  -1.810  1.193
C  -0.918  -2.888  0.483
C  -0.930  -2.729  -0.957
O  -0.669  -1.626  -1.503
H  -1.781  -5.956  -1.732
H  -1.288  -5.118  3.017
H  -0.432  -3.152  4.244
H  -0.034  -1.027  3.011
O  3.506  -0.538  -0.988
Cl  2.577  0.388  -0.512
O  3.148  1.636  -0.206
O  1.513  0.564  -1.466
O  1.956  -0.134  0.699
C  -0.686  1.855  2.858
O  0.079  1.572  1.694
H  -0.090  2.424  3.574
H  -1.050  0.942  3.339
H  -1.542  2.452  2.542
H  0.988  1.347  1.942
O  -4.358  4.586  1.288
S  -3.886  4.175  0.000
O  -4.635  4.581  -1.146
N  -3.636  2.525  -0.013
C  -2.417  2.202  -0.303
O  -1.994  1.031  -0.461
C  -1.487  3.388  -0.423
C  -0.125  3.371  -0.655
C  0.560  4.580  -0.638
C  -0.116  5.776  -0.434
C  -1.492  5.792  -0.229
C  -2.151  4.586  -0.222
H  0.393  2.438  -0.856
H  1.629  4.588  -0.788
H  0.434  6.704  -0.441
H  -2.029  6.716  -0.076

Record 4
Density functional theory data (the ωB97M-V functional and the def2-TZVPD basis) for a molecular structure, C17H12IN5OPdS4.

HOMO level in eV: -0.196
Gap between HOMO and LUMO in hartree: 0.1361
Net charge: -2
Lowest unoccupied orbital energy in eV: 3.508

Element x y z (Å)
Pd  -0.558  0.296  -0.029
C  4.629  -2.412  -0.711
C  3.368  -2.755  -0.228
C  2.333  -1.842  -0.202
C  2.500  -0.508  -0.660
C  3.802  -0.176  -1.145
C  4.820  -1.107  -1.160
N  1.484  0.379  -0.649
N  1.852  1.678  -0.977
C  0.954  2.575  -0.748
C  1.218  3.969  -1.010
C  0.262  4.905  -0.783
C  -1.004  4.522  -0.270
C  -1.215  3.190  -0.011
N  -0.299  2.239  -0.221
H  5.441  -3.131  -0.704
H  3.193  -3.760  0.144
H  1.384  -2.121  0.229
H  3.963  0.832  -1.495
H  5.794  -0.806  -1.537
H  2.204  4.224  -1.375
H  0.470  5.952  -0.983
H  -1.783  5.248  -0.084
H  -2.161  2.853  0.393
O  -6.480  0.657  3.808
C  -5.438  0.549  3.187
S  -3.846  0.417  3.913
C  -2.863  0.300  2.430
C  -3.575  0.355  1.278
S  -3.021  0.307  -0.377
S  -5.332  0.531  1.434
S  -1.166  0.152  2.690
I  -2.400  -5.593  0.491
C  -1.591  -3.769  -0.092
C  -1.122  -3.482  -1.352
N  -0.668  -2.220  -1.288
N  -0.819  -1.696  -0.068
C  -1.378  -2.621  0.686
H  -1.089  -4.075  -2.249
H  -0.251  -1.637  -1.994
H  -1.610  -2.417  1.719

Record 5
Density functional theory data (the ωB97M-V functional and the def2-TZVPD basis) for a molecular structure, C17H12N3O2PdS3 in a non-equilibrium geometry.

HOMO level in eV: -4.592
Gap between HOMO and LUMO in hartree: 0.2340
Net charge: -1
Lowest unoccupied orbital energy in eV: 1.775

Element x y z (Å)
Pd  0.358  -0.307  0.214
C  -1.469  -7.084  -0.056
O  -2.812  -7.084  0.412
C  -3.629  -6.096  -0.056
C  -4.862  -5.964  0.571
C  -5.742  -4.978  0.158
C  -5.403  -4.087  -0.851
C  -4.192  -4.256  -1.506
C  -3.306  -5.257  -1.120
N  -6.444  -3.137  -1.252
N  -6.158  -1.979  -1.628
C  -4.834  -1.430  -1.472
C  -4.374  -0.700  -2.543
C  -3.070  -0.212  -2.635
C  -2.142  -0.394  -1.596
O  -0.930  -0.030  -1.657
C  -2.685  -1.021  -0.372
N  -1.851  -1.053  0.699
C  -2.281  -1.534  1.837
C  -3.597  -1.999  2.011
C  -4.446  -1.986  0.946
C  -4.004  -1.518  -0.315
H  -0.933  -7.814  0.541
H  -1.008  -6.103  0.071
H  -1.413  -7.373  -1.107
H  -5.114  -6.645  1.375
H  -6.712  -4.875  0.633
H  -3.926  -3.603  -2.327
H  -2.371  -5.363  -1.651
H  -5.066  -0.565  -3.371
H  -2.731  0.312  -3.520
H  -1.572  -1.535  2.657
H  -3.924  -2.353  2.982
H  -5.468  -2.315  1.070
S  4.722  0.460  1.216
C  3.124  0.149  0.981
S  1.801  1.231  1.141
S  2.395  -1.336  0.524

Record 6
Density functional theory data (the ωB97M-V functional and the def2-TZVPD basis) for a molecular structure, C17H13CaIN4O2 in a non-equilibrium geometry.

HOMO level in eV: -7.923
Gap between HOMO and LUMO in hartree: 0.2596
Net charge: 0
Lowest unoccupied orbital energy in eV: -0.859

Element x y z (Å)
Ca  -0.257  -0.129  0.216
C  -2.114  -3.243  -4.166
C  -3.282  -2.564  -3.859
C  -3.303  -1.624  -2.849
C  -2.126  -1.307  -2.156
C  -0.944  -1.977  -2.498
C  -0.948  -2.954  -3.472
N  -2.037  -0.313  -1.205
N  -3.115  0.093  -0.658
C  -3.012  1.096  0.265
C  -4.189  1.818  0.543
C  -4.177  2.804  1.503
C  -2.997  3.105  2.174
C  -1.829  2.419  1.862
C  -1.815  1.353  0.974
H  -2.110  -3.991  -4.944
H  -4.185  -2.774  -4.412
H  -4.214  -1.104  -2.599
H  -0.022  -1.708  -1.990
H  -0.037  -3.487  -3.705
H  -5.068  1.632  -0.059
H  -5.077  3.365  1.714
H  -2.988  3.878  2.934
H  -0.904  2.708  2.352
I  2.198  -2.924  0.807
C  0.270  -3.102  1.641
C  0.064  -3.910  2.751
C  -1.241  -4.083  3.181
C  -2.268  -3.445  2.498
C  -1.938  -2.617  1.438
N  -0.691  -2.455  1.015
H  0.894  -4.379  3.256
H  -1.454  -4.706  4.037
H  -3.299  -3.577  2.787
H  -2.698  -2.063  0.902
O  1.135  0.106  1.755
N  1.782  0.900  1.044
O  1.501  0.904  -0.171